Formula: C4H6O2
Source: OMol25
Level of theory: wB97M-V/def2-TZVPD

Results
LUMO energy	0.405	eV
gap between HOMO and LUMO	9.41	eV
energy relative to the best compared isomer or geometry (same formula, charge and spin)	93.3	kcal/mol

Positions of all 12 atoms, in Å:
O  2.3541  1.0727  -0.2665
C  1.2044  0.7647  -0.1508
C  0.6127  -0.6350  -0.3049
C  -0.6743  -0.7909  0.4705
C  -1.0821  1.3442  0.0954
O  0.2406  1.6717  0.2157
H  0.4504  -0.7952  -1.3777
H  1.3838  -1.3418  0.0063
H  -1.4258  -1.4075  -0.0211
H  -0.5038  -1.1410  1.4928
H  -1.2901  0.2441  0.7860
H  -1.2699  1.0139  -0.9458